1.
A 2-piece molecular cluster, C2O2 overall, computed with ωB97M-V/def2-TZVPD.

energy relative to the best compared isomer or geometry (same formula, charge and spin) = 0.0 kJ/mol
orbital gap (spin up / spin down) = 7.6 / 8.6 eV
maximum force = 5.51 eV/Å
⟨S²⟩ = 2.01
spin multiplicity = 3
molar mass = 56.02 g/mol

Positions of all 4 atoms, in Å:
C (-0.012, -1.796, -2.508)
C (-0.164, 1.105, 1.433)
O (0.097, 1.811, 2.276)
O (0.067, -1.151, -1.567)

2.
C2S3 as an isolated structure, computed with ωB97M-V/def2-TZVPD.

energy relative to the best compared isomer or geometry (same formula, charge and spin) = 453.5 kJ/mol
orbital gap = 7.5 eV
maximum force = 1.04 eV/Å
molar mass = 120.22 g/mol

Positions of all 5 atoms, in Å:
C (-0.320, -0.425, -1.148)
C (0.175, 0.561, 1.119)
S (-1.091, 1.019, -0.199)
S (1.408, -0.058, -0.287)
S (0.070, -1.324, 0.565)

3.
C30H16MoN3O3S3 as an isolated structure, computed with ωB97M-V/def2-TZVPD.

orbital gap (spin up / spin down) = 5.8 / 5.6 eV
maximum force = 2.32 eV/Å
molar mass = 658.62 g/mol
net charge = +1

Positions of all 56 atoms, in Å:
Mo (0.511, -1.231, -0.874)
S (-0.281, -3.248, -1.591)
C (1.147, -4.023, -2.302)
C (1.000, -5.201, -3.017)
C (2.112, -5.804, -3.595)
C (1.952, -7.035, -4.309)
N (1.801, -8.023, -4.874)
C (3.376, -5.207, -3.474)
C (3.517, -4.030, -2.750)
C (2.407, -3.449, -2.154)
S (2.623, -2.004, -1.159)
C (4.530, -5.805, -4.077)
N (5.468, -6.267, -4.551)
H (0.023, -5.655, -3.118)
H (4.487, -3.562, -2.647)
O (1.724, 0.847, -3.761)
C (0.782, 1.131, -3.079)
N (0.422, 0.458, -1.901)
S (-0.971, 1.052, -1.217)
O (-1.763, -0.170, -1.091)
O (-0.723, 1.759, 0.002)
C (-1.330, 2.195, -2.512)
C (-2.348, 3.120, -2.618)
C (-2.247, 4.058, -3.638)
C (-1.157, 4.064, -4.504)
C (-0.146, 3.119, -4.387)
C (-0.237, 2.184, -3.371)
H (-3.194, 3.112, -1.946)
H (-3.028, 4.798, -3.746)
H (-1.092, 4.820, -5.275)
H (0.703, 3.103, -5.056)
C (0.293, -1.141, 1.089)
C (-0.019, -0.487, 2.087)
C (-0.467, 0.425, 3.019)
C (-1.841, 0.412, 3.443)
C (-2.244, 1.089, 4.609)
C (-3.576, 1.121, 4.964)
C (-4.523, 0.473, 4.178)
C (-4.133, -0.231, 3.042)
C (-2.806, -0.270, 2.677)
C (0.500, 1.403, 3.481)
C (0.136, 2.746, 3.657)
C (1.074, 3.662, 4.091)
C (2.376, 3.253, 4.359)
C (2.751, 1.928, 4.165)
C (1.827, 1.010, 3.710)
H (-1.504, 1.550, 5.248)
H (-3.883, 1.643, 5.859)
H (-5.568, 0.509, 4.459)
H (-4.868, -0.746, 2.438)
H (-2.507, -0.786, 1.775)
H (-0.861, 3.068, 3.386)
H (0.794, 4.698, 4.219)
H (3.103, 3.975, 4.705)
H (3.767, 1.617, 4.367)
H (2.110, -0.025, 3.566)

4.
C30H18ClF2N6O2RuSe as an isolated structure, computed with ωB97M-V/def2-TZVPD.

energy relative to the best compared isomer or geometry (same formula, charge and spin) = 0.0 kJ/mol
orbital gap (spin up / spin down) = 6.9 / 6.8 eV
maximum force = 1.23 eV/Å
⟨S²⟩ = 0.76
spin multiplicity = 2
molar mass = 747.99 g/mol

Positions of all 61 atoms, in Å:
Ru (0.090, 0.006, -0.098)
Se (-1.256, -7.319, 1.982)
N (0.021, -6.158, 2.417)
C (-0.213, -5.069, 1.740)
C (0.613, -3.867, 1.820)
C (1.746, -3.795, 2.629)
C (2.486, -2.637, 2.622)
C (2.054, -1.573, 1.839)
N (0.947, -1.610, 1.110)
C (0.257, -2.756, 1.066)
C (-0.900, -2.786, 0.157)
N (-1.138, -1.677, -0.579)
C (-2.192, -1.685, -1.382)
C (-3.043, -2.775, -1.527)
C (-2.791, -3.912, -0.802)
C (-1.698, -3.919, 0.062)
C (-1.365, -5.091, 0.873)
N (-2.055, -6.197, 0.854)
H (2.025, -4.653, 3.226)
H (3.393, -2.538, 3.203)
H (2.641, -0.667, 1.780)
H (-2.387, -0.777, -1.919)
H (-3.884, -2.704, -2.201)
H (-3.413, -4.794, -0.874)
F (-2.620, 2.626, -4.099)
C (-1.720, 2.689, -3.098)
C (-1.442, 1.538, -2.389)
C (-0.537, 1.540, -1.327)
C (0.128, 2.770, -1.082)
C (-0.191, 3.901, -1.826)
F (0.414, 5.082, -1.565)
C (-1.121, 3.901, -2.840)
C (1.055, 2.788, 0.047)
C (1.940, 3.812, 0.396)
C (2.653, 3.718, 1.574)
C (2.440, 2.635, 2.418)
C (1.597, 1.636, 1.986)
N (0.983, 1.675, 0.801)
H (-1.946, 0.651, -2.734)
H (-1.360, 4.798, -3.391)
H (2.050, 4.669, -0.246)
H (3.350, 4.500, 1.848)
H (2.914, 2.562, 3.387)
H (1.352, 0.785, 2.608)
Cl (6.640, -1.755, 0.780)
C (5.133, -1.350, 0.000)
C (4.322, -2.361, -0.490)
C (3.114, -2.031, -1.081)
C (2.687, -0.705, -1.198)
C (1.345, -0.369, -1.754)
C (3.551, 0.288, -0.735)
C (4.761, -0.024, -0.129)
H (4.633, -3.394, -0.402)
H (2.473, -2.824, -1.453)
H (0.938, -1.207, -2.322)
H (1.386, 0.525, -2.371)
H (3.265, 1.329, -0.836)
H (5.414, 0.758, 0.236)
O (-0.923, -0.771, 3.108)
N (-1.752, -0.581, 2.240)
O (-1.407, 0.355, 1.398)

5.
C30H19CrF3O8Pd2 as an isolated structure, computed with ωB97M-V/def2-TZVPD.

orbital gap (spin up / spin down) = 4.9 / 3.2 eV
maximum force = 7.36 eV/Å
⟨S²⟩ = 20.14
spin multiplicity = 9
molar mass = 829.30 g/mol
net charge = +2

Positions of all 63 atoms, in Å:
Pd (-0.917, 2.176, 4.688)
Pd (2.206, 3.048, -1.063)
Cr (3.035, 0.879, 2.707)
C (5.253, 0.353, -2.404)
C (4.556, 0.754, -1.162)
C (4.679, -0.239, 0.131)
O (4.007, 0.041, 1.138)
C (5.440, -1.443, -0.084)
C (6.054, -1.728, -1.237)
C (5.930, -0.842, -2.471)
O (6.524, -1.146, -3.589)
O (6.878, -2.691, -1.147)
O (3.851, 1.741, -1.074)
H (5.044, 0.889, -3.319)
H (5.675, -2.100, 0.740)
C (-0.901, 0.365, 2.434)
C (-1.986, 1.177, 2.321)
C (-2.286, 2.020, 1.017)
O (-3.245, 2.857, 0.908)
C (-1.405, 2.033, 0.036)
C (-0.182, 1.323, 0.078)
C (0.146, 0.553, 1.443)
O (1.317, 0.402, 1.764)
O (0.686, 1.511, -0.795)
O (-2.690, 1.305, 3.455)
H (-0.683, -0.186, 3.337)
H (-1.608, 2.608, -0.855)
F (-3.121, -3.201, -4.408)
C (-3.360, -2.041, -3.759)
C (-4.713, -1.725, -3.391)
C (-5.000, -0.681, -2.619)
C (-3.934, 0.172, -2.225)
C (-2.621, -0.093, -2.584)
C (-2.361, -1.095, -3.422)
H (-5.534, -2.401, -3.579)
H (-5.988, -0.662, -2.184)
H (-4.300, 0.919, -1.537)
H (-1.805, 0.514, -2.221)
H (-1.332, -1.349, -3.625)
F (2.103, 2.610, -3.255)
C (1.405, 1.997, -4.225)
C (0.951, 2.669, -5.333)
C (0.418, 1.927, -6.371)
C (0.235, 0.567, -6.287)
C (0.595, -0.078, -5.115)
C (1.215, 0.607, -4.089)
H (1.124, 3.716, -5.533)
H (0.180, 2.413, -7.305)
H (-0.315, 0.108, -7.095)
H (0.428, -1.136, -4.975)
H (1.551, 0.049, -3.228)
F (-1.301, 0.130, 5.648)
C (-1.609, -0.679, 6.625)
C (-0.989, -0.449, 7.821)
C (-1.142, -1.420, 8.813)
C (-2.012, -2.519, 8.625)
C (-2.624, -2.791, 7.419)
C (-2.425, -1.844, 6.425)
H (-0.334, 0.384, 8.026)
H (-0.663, -1.340, 9.778)
H (-2.004, -3.297, 9.375)
H (-3.132, -3.739, 7.327)
H (-2.961, -1.902, 5.489)

6.
C30H20Br5N3O3PdSbSe4Te as an isolated structure, computed with ωB97M-V/def2-TZVPD.

energy relative to the best compared isomer or geometry (same formula, charge and spin) = 0.0 kJ/mol
orbital gap = 5.7 eV
maximum force = 0.88 eV/Å
molar mass = 1541.65 g/mol
net charge = -1

Positions of all 68 atoms, in Å:
Pd (1.220, -1.239, -0.743)
Br (-6.780, 8.855, -3.901)
C (-5.632, 7.407, -3.467)
C (-4.760, 6.920, -4.424)
C (-3.921, 5.868, -4.091)
C (-3.950, 5.310, -2.819)
C (-4.838, 5.811, -1.869)
C (-5.680, 6.860, -2.193)
N (-3.040, 4.237, -2.589)
N (-3.115, 3.762, -1.436)
C (-2.281, 2.709, -1.079)
C (-2.512, 2.248, 0.213)
C (-1.813, 1.210, 0.804)
C (-0.797, 0.570, 0.095)
O (-0.093, -0.385, 0.584)
C (-0.534, 1.030, -1.250)
N (0.469, 0.362, -1.886)
C (0.778, 0.682, -3.119)
C (0.117, 1.705, -3.805)
C (-0.882, 2.404, -3.185)
C (-1.251, 2.080, -1.856)
H (-4.737, 7.355, -5.414)
H (-3.228, 5.464, -4.819)
H (-4.858, 5.371, -0.883)
H (-6.374, 7.253, -1.462)
H (-3.298, 2.750, 0.765)
H (-2.033, 0.875, 1.808)
H (1.570, 0.128, -3.587)
H (0.413, 1.927, -4.821)
H (-1.401, 3.199, -3.691)
Br (-4.467, -6.606, -0.214)
C (-3.059, -5.560, 0.489)
C (-3.091, -5.143, 1.812)
Br (-4.515, -5.634, 2.951)
C (-2.046, -4.347, 2.305)
Br (-2.053, -3.743, 4.094)
C (-1.007, -3.964, 1.479)
O (-0.008, -3.149, 1.907)
C (-0.942, -4.409, 0.138)
O (0.080, -4.043, -0.560)
C (-1.995, -5.200, -0.336)
Br (-1.878, -5.727, -2.142)
C (5.715, -1.093, 5.428)
C (4.661, -1.455, 4.419)
C (3.714, -2.432, 4.682)
C (2.764, -2.817, 3.740)
C (1.833, -3.923, 4.141)
C (2.745, -2.187, 2.479)
Te (1.676, -3.126, 0.845)
C (3.664, -1.158, 2.218)
C (3.681, -0.322, 0.964)
C (4.606, -0.826, 3.189)
H (5.434, -1.423, 6.428)
H (5.881, -0.015, 5.457)
H (6.668, -1.564, 5.178)
H (3.714, -2.926, 5.648)
H (2.012, -4.205, 5.178)
H (1.982, -4.818, 3.525)
H (0.799, -3.634, 4.038)
H (2.674, -0.055, 0.646)
H (4.160, -0.839, 0.129)
H (4.228, 0.602, 1.150)
H (5.311, -0.031, 2.968)
Se (4.415, 0.791, -4.182)
Sb (4.085, -1.707, -3.885)
Se (5.905, -3.089, -4.488)
Se (3.051, -0.396, -5.791)
Se (2.842, -2.559, -1.911)

7.
C30H20IrN5O11S3 as an isolated structure, computed with ωB97M-V/def2-TZVPD.

energy relative to the best compared isomer or geometry (same formula, charge and spin) = 270.3 kJ/mol
orbital gap (spin up / spin down) = 6.3 / 6.1 eV
maximum force = 4.32 eV/Å
⟨S²⟩ = 0.89
spin multiplicity = 2
molar mass = 914.93 g/mol
net charge = -1

Positions of all 70 atoms, in Å:
Ir (-0.863, 0.409, -0.080)
C (1.059, -0.489, 3.756)
C (0.724, 0.338, 2.536)
N (-0.610, 0.057, 1.962)
N (-1.336, -0.753, 2.663)
C (-2.424, -1.159, 2.069)
S (-2.825, -0.662, 0.507)
S (-3.427, -2.353, 2.890)
C (-3.020, -3.778, 1.802)
C (-1.568, -4.150, 1.908)
C (-1.133, -5.054, 2.872)
C (0.216, -5.346, 3.008)
C (1.150, -4.728, 2.183)
C (0.724, -3.836, 1.210)
C (-0.629, -3.553, 1.070)
C (0.825, 1.829, 2.691)
C (1.308, 2.439, 3.844)
C (1.518, 3.803, 3.897)
C (1.246, 4.567, 2.763)
C (0.752, 3.975, 1.619)
C (0.523, 2.593, 1.561)
O (0.037, 2.123, 0.415)
H (0.949, -1.544, 3.510)
H (0.381, -0.254, 4.575)
H (2.088, -0.281, 4.038)
H (-3.292, -3.497, 0.787)
H (-3.676, -4.576, 2.150)
H (-1.859, -5.522, 3.528)
H (0.540, -6.059, 3.757)
H (2.205, -4.944, 2.299)
H (1.435, -3.352, 0.552)
H (-0.946, -2.861, 0.299)
H (1.560, 1.835, 4.706)
H (1.914, 4.261, 4.794)
H (1.424, 5.636, 2.776)
H (0.527, 4.551, 0.730)
O (3.515, 0.744, 2.151)
C (2.780, 0.392, 1.264)
O (1.541, -0.078, 1.440)
C (3.107, 0.420, -0.180)
C (4.381, 0.847, -0.497)
C (4.753, 1.035, -1.812)
C (3.851, 0.798, -2.832)
C (2.600, 0.329, -2.530)
C (2.131, 0.123, -1.191)
O (0.950, -0.331, -0.980)
N (1.758, 0.000, -3.693)
O (0.997, -0.937, -3.608)
O (1.927, 0.660, -4.706)
N (6.099, 1.491, -2.135)
O (6.378, 1.664, -3.309)
O (6.880, 1.670, -1.218)
H (5.081, 1.046, 0.302)
H (4.136, 0.949, -3.862)
O (-4.571, 2.315, -0.811)
C (-3.738, 1.891, -1.577)
N (-2.411, 1.625, -1.298)
S (-1.663, 0.956, -2.553)
O (-1.527, -0.467, -2.164)
O (-0.481, 1.667, -2.933)
C (-2.961, 1.104, -3.725)
C (-3.041, 0.686, -5.040)
C (-4.276, 0.806, -5.663)
C (-5.376, 1.320, -4.977)
C (-5.269, 1.728, -3.653)
C (-4.042, 1.602, -3.030)
H (-2.176, 0.288, -5.554)
H (-4.389, 0.481, -6.689)
H (-6.332, 1.387, -5.481)
H (-6.112, 2.124, -3.102)

8.
C30H21BBr3F8InN3OP as an isolated structure, computed with ωB97M-V/def2-TZVPD.

energy relative to the best compared isomer or geometry (same formula, charge and spin) = 336.3 kJ/mol
orbital gap = 6.3 eV
maximum force = 1.10 eV/Å
molar mass = 987.82 g/mol

Positions of all 69 atoms, in Å:
In (-0.475, 0.430, -1.650)
Br (-2.690, 1.093, -4.223)
C (-2.056, 2.857, -4.608)
Br (-0.415, 3.271, -3.647)
H (-2.796, 3.589, -4.314)
H (-1.824, 2.919, -5.663)
C (-6.567, 1.713, -0.430)
C (-5.806, 0.775, -1.105)
C (-4.423, 0.887, -1.125)
C (-3.814, 1.941, -0.463)
C (-4.578, 2.890, 0.221)
C (-5.952, 2.775, 0.229)
N (-2.396, 1.985, -0.462)
N (-1.912, 2.793, 0.338)
C (-0.500, 2.822, 0.403)
C (0.013, 3.714, 1.330)
C (1.381, 3.857, 1.448)
C (2.194, 3.101, 0.620)
C (1.606, 2.213, -0.256)
N (0.280, 2.058, -0.370)
H (-7.645, 1.622, -0.412)
H (-6.281, -0.053, -1.611)
H (-3.856, 0.148, -1.677)
H (-4.085, 3.699, 0.739)
H (-6.549, 3.508, 0.754)
H (-0.688, 4.269, 1.935)
H (1.803, 4.544, 2.169)
H (3.271, 3.168, 0.659)
H (2.218, 1.589, -0.889)
F (6.904, -2.442, -2.155)
C (5.690, -2.140, -1.715)
C (5.218, -2.689, -0.540)
F (5.983, -3.523, 0.157)
C (3.952, -2.357, -0.094)
F (3.568, -2.910, 1.056)
C (3.116, -1.481, -0.779)
P (1.424, -1.120, -0.106)
C (0.703, -2.771, 0.067)
C (0.025, -3.250, -1.055)
C (-0.568, -4.502, -1.006)
C (-0.509, -5.258, 0.155)
C (0.146, -4.766, 1.277)
C (0.755, -3.525, 1.235)
C (1.848, -0.491, 1.557)
C (0.838, -0.407, 2.513)
C (1.074, 0.214, 3.732)
C (2.317, 0.759, 4.014)
C (3.330, 0.678, 3.068)
C (3.096, 0.064, 1.848)
C (3.617, -0.946, -1.969)
Br (2.620, 0.200, -3.079)
C (4.885, -1.269, -2.426)
F (5.364, -0.756, -3.558)
H (-0.077, -2.626, -1.943)
H (-1.099, -4.874, -1.872)
H (-0.988, -6.228, 0.194)
H (0.174, -5.347, 2.189)
H (1.257, -3.141, 2.114)
H (-0.134, -0.840, 2.327)
H (0.272, 0.262, 4.458)
H (2.501, 1.237, 4.968)
H (4.309, 1.088, 3.281)
H (3.902, 0.022, 1.126)
F (-3.865, -0.965, 0.960)
B (-2.525, -0.857, 1.257)
F (-1.783, -0.817, -0.018)
F (-2.231, 0.348, 1.914)
F (-2.052, -1.938, 1.979)
O (-0.512, -0.817, -3.071)